(1)
ORCA calculation (ωB97M-V/def2-TZVPD) on an isolated molecule of C4H10N2O2.

For the LUMO energy, the calculation gives 0.02509 Eh. The SMILES is NCCCNC(=O)O. Its orbital gap is 10.40 eV. For the energy relative to the best compared isomer or geometry (same formula, charge and spin), the calculation gives 118.3 kJ/mol. Its multiplicity is 1. Its total energy is -418.41591 Eh.

Each line ends with the natural charge from an NBO analysis.
CARTESIAN COORDINATES (ANGSTROEM)
N  0.04592  1.82517  1.61308  -0.855
C  -0.36499  0.40169  1.65756  -0.226
C  -0.98716  0.06958  0.29919  -0.409
C  -0.18517  0.34373  -0.97386  -0.264
N  1.03449  -0.41894  -1.07460  -0.678
C  1.16654  -1.64306  -1.72281  0.893
O  2.19237  -2.08421  -2.13212  -0.603
O  -0.03727  -2.29687  -1.82189  -0.700
H  0.92796  1.92734  2.10113  0.361
H  -0.61519  2.42269  2.09385  0.361
H  -1.02576  0.16171  2.49567  0.189
H  0.53013  -0.20673  1.77080  0.192
H  -1.30689  -0.99231  0.40844  0.185
H  -1.92820  0.66343  0.17402  0.205
H  0.14451  1.39130  -0.82295  0.244
H  -0.81493  0.37428  -1.87303  0.212
H  1.95399  -0.06530  -0.87275  0.410
H  -0.73037  -1.87352  -1.31973  0.483

(2)
ORCA calculation (ωB97M-V/def2-TZVPD) on an isolated molecule of C20H22Cl2N2OS.

For the LUMO energy, the calculation gives 0.01619 Eh. The SMILES is O=C(CCSCc1ccccc1Cl)N1CCN(c2cccc(Cl)c2)CC1. Its orbital gap is 8.31 eV. For the energy relative to the best compared isomer or geometry (same formula, charge and spin), the calculation gives 13.0 kJ/mol. Its multiplicity is 1. Its total energy is -2278.67118 Eh.

Each line ends with the natural charge from an NBO analysis.
CARTESIAN COORDINATES (ANGSTROEM)
O  -3.07641  -1.97815  -1.13650  -0.640
C  -2.23247  -1.59617  -0.34658  0.693
C  -2.63670  -0.75008  0.85130  -0.511
C  -2.96023  0.65895  0.36472  -0.516
S  -1.49553  1.58883  -0.18631  0.184
C  -0.80982  2.13813  1.43021  -0.546
C  -1.78609  2.99069  2.16650  -0.099
C  -2.13202  4.23881  1.65615  -0.126
C  -3.05886  5.04234  2.29041  -0.226
C  -3.66637  4.60700  3.45700  -0.198
C  -3.34272  3.36997  3.98270  -0.229
C  -2.41257  2.57064  3.33690  -0.028
Cl  -2.03782  1.02837  4.04350  -0.007
N  -0.92202  -1.88369  -0.52254  -0.441
C  0.17096  -1.44231  0.32119  -0.228
C  1.46382  -2.17012  -0.04768  -0.206
N  1.81178  -1.91320  -1.42353  -0.451
C  3.11005  -1.84108  -1.85188  0.293
C  4.16916  -2.34028  -1.08014  -0.315
C  5.47135  -2.25560  -1.52798  -0.165
C  5.77549  -1.68882  -2.75420  -0.294
C  4.72998  -1.20078  -3.51863  0.009
Cl  5.06731  -0.47760  -5.05611  -0.002
C  3.41919  -1.26172  -3.09020  -0.339
C  0.69610  -1.76669  -2.33406  -0.222
C  -0.51587  -2.49905  -1.77135  -0.233
H  -1.88774  -0.72352  1.63874  0.214
H  -3.55488  -1.18242  1.25571  0.242
H  -3.61123  0.60791  -0.50784  0.248
H  -3.44468  1.25064  1.14157  0.227
H  -0.52400  1.25835  2.00345  0.232
H  0.08082  2.70404  1.15939  0.244
H  -1.66352  4.56417  0.73919  0.213
H  -3.30929  6.00625  1.87523  0.219
H  -4.39303  5.22681  3.95894  0.220
H  -3.80983  3.01816  4.88949  0.229
H  -0.05140  -1.65816  1.37029  0.209
H  0.32870  -0.36314  0.20306  0.209
H  2.25706  -1.79002  0.60066  0.218
H  1.34822  -3.24692  0.14725  0.184
H  3.97532  -2.81837  -0.13352  0.212
H  6.26791  -2.65029  -0.91501  0.215
H  6.79136  -1.62846  -3.10750  0.226
H  2.64690  -0.84159  -3.71199  0.227
H  0.43862  -0.70789  -2.48325  0.192
H  0.95712  -2.20306  -3.30189  0.214
H  -0.27953  -3.55783  -1.61704  0.194
H  -1.36261  -2.43305  -2.45781  0.257

(3)
ORCA calculation (ωB97M-V/def2-TZVPD) on a structure of composition C30H33F3N8O5RhS.

For the LUMO energy (alpha / beta), the calculation gives -0.07947 / -0.17583 Eh. As for the expectation value of S²: 6.020. Its net charge is +1. Its orbital gap (alpha / beta) is 6.60 / 5.66 eV. For the energy relative to the best compared isomer or geometry (same formula, charge and spin), the calculation gives 184.1 kJ/mol. Its multiplicity is 5. Its total energy is -2785.22616 Eh.

Each line ends with the Mulliken charge.
CARTESIAN COORDINATES (ANGSTROEM)
Rh  -0.29703  1.01474  -1.22944  0.008
C  1.17113  -3.52211  5.14738  -0.999
O  0.80502  -3.11877  3.84524  -0.375
C  0.77760  -4.06345  2.85667  1.104
C  1.09165  -5.40242  3.01937  -0.503
C  1.07459  -6.25884  1.92985  -0.785
C  0.77473  -5.77609  0.67159  -1.204
C  0.45664  -4.44063  0.49196  -0.266
C  0.42014  -3.58350  1.58050  -0.325
N  0.11836  -2.21774  1.50295  -0.097
C  -0.22327  -1.49363  0.40112  0.207
N  -1.14070  -2.05689  -0.41440  0.086
C  -1.45987  -1.71521  -1.72722  0.467
C  -1.01653  -0.54919  -2.35499  0.443
C  -1.21547  -0.41612  -3.72687  -0.601
C  -1.92413  -1.36624  -4.43624  -1.254
C  -2.48256  -2.45977  -3.79078  -0.482
C  -2.24961  -2.65195  -2.44020  0.586
O  -2.72304  -3.70552  -1.70829  -0.444
C  -3.73452  -4.50919  -2.28475  -0.993
N  0.23046  -0.27475  0.22567  0.401
C  1.17904  0.19722  1.17222  -0.370
C  0.87744  1.26451  2.01425  -0.090
C  1.76343  1.64296  3.00847  -0.844
C  2.96172  0.96745  3.15722  -1.165
C  3.29541  -0.07598  2.30748  -0.522
C  2.41839  -0.47302  1.30699  1.232
O  2.63836  -1.47585  0.42344  -0.197
C  3.84460  -2.20311  0.50301  -1.103
H  1.14112  -2.61821  5.75383  0.261
H  2.18000  -3.94270  5.16865  0.402
H  0.46771  -4.25731  5.54630  0.365
H  1.34601  -5.79324  3.98967  0.456
H  1.31116  -7.30005  2.07194  0.407
H  0.78703  -6.43638  -0.17802  0.419
H  0.27775  -4.07211  -0.50416  0.565
H  0.49787  -1.70029  2.28895  0.572
H  -1.56555  -2.92355  -0.10052  0.455
H  -0.79773  0.41411  -4.27079  0.449
H  -2.04190  -1.25581  -5.50227  0.448
H  -3.06649  -3.16642  -4.35545  0.450
H  -4.04905  -5.18324  -1.49228  0.268
H  -3.35874  -5.09236  -3.12897  0.363
H  -4.58928  -3.90535  -2.60166  0.417
H  -0.06316  1.78025  1.89377  0.376
H  1.51217  2.45729  3.67031  0.465
H  3.65033  1.24261  3.94091  0.463
H  4.23428  -0.58770  2.44097  0.565
H  3.81005  -2.90362  -0.32911  0.246
H  3.90452  -2.75477  1.44627  0.402
H  4.71835  -1.55361  0.40370  0.375
C  1.56848  6.84701  -0.89987  -1.330
C  1.94074  5.51005  -0.39249  1.112
N  3.08526  5.19323  0.13481  -1.028
N  3.01643  3.88885  0.45373  0.550
C  1.81581  3.29689  0.07035  -0.338
S  1.96145  1.89806  -1.09001  -0.214
N  1.11462  4.41842  -0.43235  0.504
N  -0.16798  4.31479  -0.91625  -0.703
H  2.33476  7.55930  -0.60523  0.374
H  0.60369  7.16800  -0.50764  0.325
H  1.49308  6.82539  -1.98773  0.298
H  3.82148  3.41622  0.82123  0.221
H  -0.86841  4.51904  -0.20561  0.213
H  -0.31184  4.90193  -1.73444  0.264
F  -2.15797  3.15388  -4.90878  -0.252
C  -0.87619  3.48682  -4.72217  0.829
F  -0.86473  4.78007  -4.33415  -0.276
F  -0.26994  3.41373  -5.90333  -0.252
C  -0.20339  2.59912  -3.61147  0.509
O  0.97181  2.31533  -3.71511  -0.636
O  -1.00900  2.30910  -2.69079  -0.501
C  -4.38374  3.80734  1.14846  -1.197
C  -3.94971  2.34132  1.25404  -0.521
C  -2.70938  2.10972  0.58695  0.172
N  -1.67871  1.96018  0.09724  0.130
H  -5.31457  3.93946  1.69293  0.382
H  -4.54131  4.08621  0.11002  0.344
H  -3.63425  4.46934  1.57665  0.336
H  -4.70341  1.69033  0.80348  0.292
H  -3.82157  2.05644  2.30328  0.288

(4)
ORCA calculation (ωB97M-V/def2-TZVPD) on a cluster of 2 separate species, H2N2O4P in total.

For the LUMO energy (alpha / beta), the calculation gives 0.13062 / 0.11959 Eh. Its net charge is -1. Its orbital gap (alpha / beta) is 7.82 / 5.81 eV. For the energy relative to the best compared isomer or geometry (same formula, charge and spin), the calculation gives 658.0 kJ/mol. Its multiplicity is 1. Its total energy is -752.88723 Eh.

Each line ends with the natural charge from an NBO analysis.
CARTESIAN COORDINATES (ANGSTROEM)
N  -0.16164  -0.14319  0.41777  -0.558
N  1.22325  -3.17995  0.75989  0.232
O  -0.37699  1.03942  -0.45617  -0.661
O  1.22409  -3.40365  -0.48877  -0.459
O  2.24869  -3.21961  1.43855  -0.405
O  -0.11283  -1.92487  2.58093  -1.071
P  -0.43811  -2.60587  1.32950  1.194
H  0.55215  1.35818  -0.74105  0.443
H  -0.60187  0.12117  1.24847  0.285

(5)
ORCA calculation (ωB97M-V/def2-TZVPD) on an isolated molecule of C5H11N3O.

For the LUMO energy, the calculation gives 0.02716 Eh. The SMILES is CC(C)(O)C(N)(N)C#N. Its orbital gap is 10.94 eV. For the energy relative to the best compared isomer or geometry (same formula, charge and spin), the calculation gives 133.9 kJ/mol. Its multiplicity is 1. Its total energy is -436.59601 Eh.

Each line ends with the natural charge from an NBO analysis.
CARTESIAN COORDINATES (ANGSTROEM)
C  -0.38494  -1.57791  0.98396  -0.644
C  -0.20800  -0.65208  -0.21619  0.278
C  0.82114  -1.22493  -1.18315  -0.645
O  -1.56835  -0.63369  -0.93626  -0.745
C  -0.02477  0.87087  0.14836  0.149
N  0.71732  1.11504  1.37893  -0.817
N  0.75165  1.60260  -0.83917  -0.819
C  -1.44181  1.42270  0.19068  0.269
N  -2.34178  2.16057  0.29446  -0.333
H  0.54663  -1.64819  1.55753  0.224
H  -0.67292  -2.58431  0.66390  0.237
H  -1.17305  -1.22168  1.65254  0.222
H  0.83004  -0.67384  -2.12872  0.230
H  1.82453  -1.21072  -0.74668  0.218
H  0.57134  -2.25980  -1.44167  0.229
H  -1.52122  -0.21154  -1.81414  0.480
H  0.22317  0.67376  2.15587  0.360
H  0.64754  2.10920  1.59415  0.366
H  1.72600  1.34786  -0.68172  0.373
H  0.67747  2.59611  -0.63268  0.367